ORCA calculation (wB97M-V/def2-TZVPD) on a cluster of 6 separate species, C23H46ClNO24PS5 in total at a distorted geometry.

Atoms and positions in Å:
H1 3.576 -2.438 -8.316
H2 -2.522 5.787 -0.625
C1 -0.552 -0.220 0.924
H3 6.121 -6.612 -2.066
H4 -6.654 1.380 8.276
C2 -2.156 -1.639 -5.275
C3 -5.651 1.425 8.713
O1 -2.639 -0.120 3.086
H5 -3.992 4.399 2.330
H6 -3.193 2.517 0.851
C4 -0.889 2.214 0.644
H7 -6.427 4.457 2.133
C5 -2.296 3.078 0.352
C6 -5.609 2.393 9.893
O2 -1.159 -0.784 -5.833
C7 0.608 -0.031 2.012
O3 -6.884 4.924 5.278
O4 -4.692 4.273 4.283
C8 -1.596 5.388 -0.008
H8 1.731 -0.137 -2.939
S1 0.080 -1.685 -6.390
H9 -0.647 2.423 1.761
C9 3.080 -0.216 2.858
H10 0.590 0.811 -1.756
H11 2.527 0.928 -1.605
O5 4.444 -5.468 -2.336
O6 -7.220 -0.575 10.762
H12 1.449 -3.375 -1.170
H13 5.531 -3.212 -6.073
H14 -4.928 1.684 7.936
O7 -6.721 3.073 3.613
O8 -6.185 1.683 10.988
C10 5.650 -5.729 -1.622
H15 -2.056 -3.744 -4.678
H16 -6.043 2.776 1.670
H17 7.574 -4.689 -1.665
H18 3.099 -2.463 -1.758
C11 6.512 -4.486 -1.825
O9 6.044 -3.649 -8.007
H19 4.383 -4.281 -6.926
H20 -2.064 -0.234 3.919
H21 -0.837 4.904 -0.766
S2 6.519 -2.222 -8.638
H22 6.194 -3.673 -1.165
H23 -1.578 7.633 0.720
C12 -4.560 3.722 2.974
O10 5.280 -1.321 -8.080
O11 -0.395 -3.112 -5.759
H24 3.619 0.791 3.208
H25 -0.908 -2.675 -3.825
S3 -6.089 3.761 4.950
C13 2.525 1.627 1.116
C14 1.938 -2.392 -1.607
O12 6.282 -4.079 -3.173
O13 3.922 -3.381 -3.605
O14 4.912 -5.400 -4.785
H26 -0.763 -1.340 -1.139
H27 0.494 0.884 2.769
C15 1.516 -1.028 -0.730
O15 -1.134 0.867 0.217
H28 -6.170 3.310 9.695
H29 0.570 -0.986 2.731
H30 3.944 -0.986 2.696
O16 -0.020 -1.765 -7.829
O17 -4.861 -0.323 11.671
H31 0.031 7.047 -0.080
Cl1 -3.434 -1.516 0.294
C16 4.283 -2.176 -7.523
O18 7.723 -1.805 -7.954
O19 2.583 -2.226 0.870
C17 -0.022 -1.331 -0.208
H32 1.931 2.048 0.208
S4 -5.933 0.084 10.793
C18 -0.832 6.706 0.648
H33 -0.111 2.699 -0.121
O20 -5.356 0.146 9.268
H34 -2.863 -1.900 -6.068
C19 5.035 -3.410 -7.029
O21 6.419 -2.302 -10.077
H35 -2.688 -1.129 -4.467
H36 5.439 -5.922 -0.567
H37 2.412 -0.529 3.785
H38 1.474 -2.283 -2.701
N1 2.521 -0.941 0.393
H39 -0.325 6.463 1.701
S5 4.786 -4.538 -3.631
H40 -4.578 2.648 10.157
O22 1.284 -1.268 -5.706
C20 -1.404 -2.873 -4.781
O23 -5.789 2.718 5.903
C21 -5.987 3.514 2.473
O24 -2.048 4.407 1.003
H41 -0.029 -2.417 0.245
C22 1.608 0.205 -1.830
H42 3.751 -1.666 -6.715
H43 -4.029 2.769 3.057
P1 -2.008 -1.153 1.832
H44 2.128 2.226 2.070
H45 3.698 1.798 1.029
H46 -2.453 3.228 -0.804
C23 2.159 0.034 1.478

The total energy comes out at -151200.8427 eV. As for the total charge: 0. Its expectation value of S² is 0.75. Its orbital gap (spin up / spin down) is 8.640 / 7.851 eV. As for the HOMO energy (spin up / spin down): -8.867 / -8.895 eV. The multiplicity is 2. For the lowest unoccupied orbital energy (spin up / spin down), the calculation gives -0.227 / -1.043 eV.

Atomic partial charges in e from the Mulliken method, atoms 1 to 4: 0.27, 0.28, 1.37, 0.29